(1)
C8H14ClN2P | ωB97M-V/def2-TZVPD

Properties
Charge ... 0
Kohn-Sham gap ... 9.50 eV

Geometry as XYZ:
```
26
C8H14ClN2P (ωB97M-V/def2-TZVPD)
C -2.709 1.232 1.596
N -2.448 0.430 0.484
C -3.340 0.074 -0.513
C -2.646 -0.606 -1.430
N -1.364 -0.593 -1.128
C -1.215 0.037 0.005
P 0.425 0.499 1.113
Cl 0.418 2.413 0.405
C 1.802 -0.263 0.001
C 1.739 0.192 -1.434
C 3.146 0.149 0.593
C 1.604 -1.751 0.144
H -2.054 0.924 2.459
H -2.489 2.250 1.421
H -3.877 1.296 1.763
H -4.443 0.097 -0.292
H -3.006 -0.927 -2.450
H 0.642 0.043 -1.777
H 2.197 1.198 -1.607
H 2.347 -0.516 -2.229
H 3.335 1.307 0.353
H 4.060 -0.414 0.087
H 3.124 -0.123 1.655
H 1.666 -2.152 1.228
H 0.702 -2.277 -0.257
H 2.384 -2.517 -0.191
```

natural (NBO) population analysis, charges in e, atoms 1 to 6: -0.41, -0.38, -0.10, -0.08, -0.51, 0.15

---

(2)
C3H8BrINS | ωB97M-V/def2-TZVPD

Properties
Relative energy (zero: lowest compared OMol25 entry of this formula, charge and spin) ... 202.8 kJ/mol
Charge ... +1
Kohn-Sham gap (alpha / beta) ... 6.73 / 7.28 eV

Geometry as XYZ:
```
15
C3H8BrINS (ωB97M-V/def2-TZVPD)
C -1.934 0.140 2.152
C -2.300 -0.687 0.992
C 1.180 -0.474 -0.580
N 1.198 -0.417 -2.069
S -1.522 -0.597 -0.667
Br 2.362 -1.821 0.134
I -4.131 -0.328 -0.226
H -1.214 -0.292 2.942
H -1.508 1.070 1.836
H -2.793 0.385 2.653
H -2.538 -1.681 1.310
H 1.423 0.567 -0.335
H 2.268 -0.524 -2.267
H 0.962 0.585 -2.411
H 0.703 -1.169 -2.563
```

natural (NBO) population analysis, charges in e, atoms 1 to 6: -0.69, -0.34, -0.29, -0.76, 0.08, 0.12

---

(3)
C3H6N2O | ωB97M-V/def2-TZVPD

Properties
Relative energy (zero: lowest compared OMol25 entry of this formula, charge and spin) ... 441.7 kJ/mol
Charge ... 0
Kohn-Sham gap ... 10.72 eV

Geometry as XYZ:
```
12
C3H6N2O (ωB97M-V/def2-TZVPD)
C -0.237 -0.607 -1.960
N -0.170 0.641 -1.836
C -0.049 1.251 -0.539
O -0.287 0.454 0.589
N 0.931 -0.218 1.444
C 0.267 -0.837 2.287
H -0.304 -1.019 -2.960
H -0.218 -1.313 -1.123
H 0.956 1.695 -0.488
H -0.767 2.082 -0.518
H 0.724 -1.476 3.028
H -0.846 -0.654 2.078
```

natural (NBO) population analysis, charges in e, atoms 1 to 6: -0.06, -0.41, 0.05, -0.50, -0.08, -0.15

---

(4)
C6H4O5S2 | ωB97M-V/def2-TZVPD

Properties
Charge ... -2
Kohn-Sham gap (alpha / beta) ... 6.27 / 4.87 eV

Geometry as XYZ:
```
17
C6H4O5S2 (ωB97M-V/def2-TZVPD)
C 0.072 -0.677 0.260
C -0.921 -1.558 0.325
C -1.806 0.669 -0.304
C -0.358 0.634 -0.177
C 0.061 3.181 -0.489
C 0.504 1.687 -0.375
O -0.229 3.801 -1.512
O 3.372 -1.302 1.135
O 0.023 3.508 0.775
O 3.928 -0.750 -1.187
O 4.683 0.750 0.713
S -2.432 -0.890 0.029
S 3.674 -0.170 0.190
H 1.058 -0.966 0.569
H -0.877 -2.629 0.462
H -2.397 1.453 -0.492
H 1.558 1.568 -0.279
```

natural (NBO) population analysis, charges in e, atoms 1 to 6: -0.22, -0.46, -0.45, -0.13, 0.74, -0.19

---

(5)
C4H15N2O2 | ωB97M-V/def2-TZVPD

Properties
Relative energy (zero: lowest compared OMol25 entry of this formula, charge and spin) ... 691.1 kJ/mol
Charge ... +1
Kohn-Sham gap ... 5.48 eV

Geometry as XYZ:
```
23
C4H15N2O2 (ωB97M-V/def2-TZVPD)
C 0.541 -0.752 -2.217
O -0.339 0.359 -2.251
C 1.016 -1.023 -0.661
C 1.937 0.137 -0.214
C 2.243 -0.028 1.292
N 2.917 1.138 1.679
N -0.131 -1.049 0.048
H 1.380 -0.436 -2.843
H 0.181 -1.739 -2.505
H -0.678 0.325 -1.340
H 1.639 -1.936 -0.675
H 1.392 1.070 -0.416
H 2.867 0.079 -0.771
H 2.932 -0.866 1.391
H 1.245 -0.238 1.731
H -2.579 0.809 0.778
H 2.415 2.013 1.643
H 3.684 1.143 2.331
H -3.090 0.511 0.334
H -0.595 -1.920 0.336
H -6.365 0.482 1.491
H -6.663 1.146 0.158
O -5.949 0.774 0.682
```

natural (NBO) population analysis, charges in e, atoms 1 to 6: 0.06, -0.63, -0.15, -0.35, -0.20, -0.71

---

(6)
C8H13I | ωB97M-V/def2-TZVPD

Properties
Relative energy (zero: lowest compared OMol25 entry of this formula, charge and spin) ... 0.0 kJ/mol
Charge ... 0
Kohn-Sham gap ... 8.97 eV

Geometry as XYZ:
```
22
C8H13I (ωB97M-V/def2-TZVPD)
C 0.943 2.678 -0.132
C 0.256 1.392 0.008
C 0.885 0.211 -0.112
I 2.976 -0.060 0.128
C -0.032 -0.948 -0.120
C 0.135 -1.697 1.167
C 0.087 -1.819 -1.318
C -1.406 -0.243 0.004
C -1.163 1.213 0.374
H 0.350 3.472 -0.470
H 1.848 2.479 -0.618
H 1.246 3.023 0.851
H -0.727 -2.349 1.222
H 0.011 -1.050 1.990
H 1.044 -2.241 1.103
H -0.540 -2.719 -1.186
H 1.135 -2.269 -1.559
H -0.212 -1.396 -2.229
H -1.980 -0.740 0.733
H -1.909 -0.304 -0.970
H -1.225 1.472 1.366
H -1.722 1.895 -0.234
```

natural (NBO) population analysis, charges in e, atoms 1 to 6: -0.65, -0.01, -0.08, 0.11, -0.16, -0.59